A molecular structure, C9H12N4OS. Source: the OMol25 dataset; level of theory: wB97M-V/def2-TZVPD.

```
27
C9H12N4OS (wB97M-V/def2-TZVPD)
C -2.2644 -1.2150 0.0533
C -0.9704 -1.6077 0.1335
C -1.6200 1.0329 0.6482
C -2.6383 0.1380 0.3385
C -0.2839 0.5832 0.7418
C 0.0443 -0.6822 0.3256
C 1.8323 1.4250 0.8757
C -4.0354 0.5994 0.0818
C 2.1599 -1.2065 -1.4750
N 0.6244 1.3808 1.3137
N 2.9919 2.1843 -0.7999
N 1.9376 1.6035 -0.5321
N 2.7408 -0.2716 0.8384
O 1.9778 -2.6399 0.6567
S 1.7174 -1.2920 0.1908
H -2.9259 -2.0439 -0.0455
H -0.8594 -2.6379 -0.2323
H -1.9053 1.9646 1.1169
H 2.6091 2.0053 1.4750
H -4.1138 1.3807 -0.8052
H -4.4842 1.1611 0.9098
H -4.7574 -0.2650 -0.0894
H 2.0545 -0.2491 -1.9393
H 2.9960 -1.7358 -1.8676
H 1.2671 -1.5929 -1.9046
H 3.1597 2.2822 -1.8081
H 2.7455 -0.3016 1.7994
```

Results
E_tot = -1042.39795 a.u.
HOMO-LUMO gap = 8.20 eV
Net charge = 0
E_LUMO = 0.3 eV

Charges per atom according to natural (NBO) partitioning, unit e: -0.2771 -0.1456 -0.2513 0.0497 0.2293 -0.4459 0.2764 -0.6471 -0.8877 -0.5712 -0.3122 -0.1875 -1.0255 -0.9022 2.0512 0.2145 0.2300 0.2276 0.2066 0.2338 0.2278 0.2223 0.2731 0.2711 0.2431 0.3128 0.3839



A molecular structure, C10H26AlClF7NO3P2Si2. Source: the OMol25 dataset; level of theory: wB97M-V/def2-TZVPD.

```
53
C10H26AlClF7NO3P2Si2 (wB97M-V/def2-TZVPD)
C 4.0545 -2.2294 2.1405
C 3.4641 -1.7037 0.8140
P 2.2191 -0.3757 1.1106
C 3.2354 1.1634 0.9529
Si 0.7437 -0.3116 -0.5486
O -0.8025 -0.3151 0.0029
Si -1.3939 -1.5815 0.8944
C -3.1477 -1.0637 1.3627
C -4.3909 -1.7548 0.7511
O -4.1390 -2.7462 -0.2146
H 4.0014 -3.3111 2.1393
H 5.1102 -1.9971 2.2040
H 3.5430 -1.8273 3.0047
H 3.0547 -2.5129 0.2234
H 4.2864 -1.2537 0.2664
H 3.6882 1.2139 -0.0325
H 2.6558 2.0582 1.1328
H 4.0541 1.0442 1.6531
H 0.9806 -1.3459 -1.5915
H 0.9353 0.9877 -1.2430
H -1.2855 -2.8932 0.2360
H -0.6509 -1.7075 2.1663
H -3.2220 -1.1846 2.4447
H -3.3371 -0.0335 1.0543
H -5.0365 -2.1802 1.5072
H -4.8704 -0.8167 0.3921
H -4.4700 -3.5775 0.1270
Al -3.2346 1.1424 2.4364
C 1.0076 1.6672 4.5832
O 0.3474 1.4300 3.3438
H 0.2485 1.7146 5.3593
H 1.7015 0.8544 4.8149
H 1.5516 2.6147 4.5632
H 1.0247 1.3875 2.6568
N 2.4498 -0.1930 -3.8548
C 3.4062 0.1168 -4.7226
C 2.9072 -0.1476 -6.0337
C 1.5999 -0.6440 -5.8859
C 1.3213 -0.6588 -4.5492
H 2.5204 -0.1085 -2.8556
H 4.3610 0.4962 -4.4019
H 3.4599 0.0055 -6.9550
H 0.9359 -0.9535 -6.6724
H 0.4359 -0.9567 -4.0145
F -6.2651 2.3838 0.1161
P -4.9967 3.3060 0.6159
F -6.0392 3.6471 1.8230
F -5.0723 3.9421 -0.8945
F -4.4050 4.8015 0.9281
F -4.0258 2.1437 -0.0662
F -3.8692 2.9287 1.9563
F 4.6680 -1.2936 -7.3790
Cl -5.3187 0.6288 2.1384
```

Results
E_tot = -3340.39603 a.u.
HOMO-LUMO gap = 1.39 eV
Net charge = 0
E_LUMO = -5.8 eV

Charges per atom according to natural (NBO) partitioning, unit e: -0.6148 -0.6828 0.2803 -0.8978 1.1254 -1.2227 1.4321 -0.9300 -0.0622 -0.7060 0.2193 0.2130 0.2143 0.2367 0.2199 0.2173 0.2369 0.2403 -0.2026 -0.1862 -0.1740 -0.1918 0.2558 0.1711 0.1859 0.2063 0.4803 1.3679 -0.2500 -0.7293 0.1852 0.1670 0.1678 0.4693 -0.4982 0.0831 -0.1182 -0.3004 0.0123 0.4250 0.2326 0.3159 0.2477 0.2276 -0.5708 2.6132 -0.5550 -0.5740 -0.5625 -0.5766 -0.6492 -0.6145 -0.5799



A molecular structure, C14H20F15NO15S5Zn. Source: the OMol25 dataset; level of theory: wB97M-V/def2-TZVPD.

```
71
C14H20F15NO15S5Zn (wB97M-V/def2-TZVPD)
Zn 1.0349 1.6419 -1.7283
C -4.3861 -4.1768 5.0675
C -3.6260 -3.7761 3.8113
C -2.7075 -2.5768 4.0283
N -1.7241 -2.2743 2.9190
C -0.9794 -1.0385 3.4152
C 0.0184 -0.4855 2.4087
C -0.6821 -0.2315 1.1060
C -1.3117 -1.5288 0.5617
C -2.3349 -2.1149 1.5295
C -0.7116 -3.4132 2.8878
H -4.9595 -5.0965 4.9537
H -4.9219 -3.3658 5.5548
H -3.6500 -4.5438 5.7954
H -4.3120 -3.5475 2.9896
H -3.1409 -4.6576 3.3851
H -2.2505 -2.5498 5.0178
H -3.2456 -1.6242 4.0267
H -1.7685 -0.3204 3.6465
H -0.4828 -1.2418 4.3648
H 0.3501 0.4767 2.8056
H 0.8288 -1.1817 2.1871
H -1.5001 0.4863 1.2320
H 0.0150 0.2096 0.4282
H -1.7264 -1.2835 -0.4175
H -0.5674 -2.3072 0.3794
H -3.2689 -1.5531 1.6029
H -2.6725 -3.0484 1.0746
H -0.5108 -3.6565 3.9277
H 0.1437 -3.1257 2.2872
H -1.1804 -4.2851 2.4356
C 2.1049 3.0225 -5.1959
F 1.9750 4.2587 -5.6516
F 0.9229 2.5252 -4.8854
F 2.5394 2.2743 -6.2315
S 3.3908 2.9298 -3.8094
O 2.6970 2.4846 -2.6004
O 4.3104 1.8997 -4.3062
O 4.0308 4.2249 -3.7434
C 4.3603 -1.4250 -1.4179
F 4.3479 -1.4507 -2.7376
F 4.9386 -2.5144 -0.9403
F 5.0476 -0.3484 -1.0528
S 2.5849 -1.2297 -0.8006
O 2.7323 -1.2266 0.6608
O 2.1406 0.0328 -1.3706
O 1.8914 -2.4421 -1.2499
C -1.6945 4.9551 -1.1750
F -2.9957 5.3060 -1.1452
F -0.9711 6.0759 -1.0919
F -1.4340 4.1639 -0.1261
S -1.3082 3.9705 -2.7906
O -0.6984 4.9564 -3.6594
O -0.3062 2.9900 -2.3347
O -2.5971 3.4553 -3.1910
C 0.0695 -1.3847 -4.6839
F 0.9748 -2.2191 -4.1776
F 0.6999 -0.4139 -5.3373
F -0.7074 -2.0511 -5.5444
S -1.0278 -0.6549 -3.3096
O -2.0992 0.0143 -3.9868
O -1.4392 -1.8427 -2.5764
O -0.1474 0.2496 -2.5746
C 3.6569 3.1407 1.2430
F 4.1281 4.1617 1.9655
F 4.2077 3.2783 0.0411
F 3.9957 1.9391 1.6972
S 1.7806 3.2448 1.1123
O 1.4466 4.6455 0.8767
O 1.3873 2.3755 0.0105
O 1.2951 2.8190 2.4070
```

Results
E_tot = -6997.29666 a.u.
HOMO-LUMO gap = 6.65 eV
Net charge = -2
E_LUMO = 2.6 eV

Charges per atom according to Löwdin partitioning, unit e: 0.6295 -0.1028 -0.2351 -0.1528 -0.2395 -0.1082 -0.1537 -0.1588 -0.1357 -0.0918 0.0371 0.0741 0.0777 0.0745 0.1107 0.1074 0.1316 0.1297 0.1337 0.1332 0.1189 0.0982 0.1355 0.0808 0.1028 0.1166 0.1374 0.1330 0.1077 0.1037 0.0991 -0.6515 0.1325 0.1362 0.0930 0.5382 -0.3311 -0.3332 -0.3094 -0.6858 0.1484 0.1372 0.1382 0.5481 -0.3337 -0.3271 -0.3197 -0.6196 0.0925 0.1221 0.1063 0.5422 -0.3082 -0.3494 -0.3023 -0.6505 0.1318 0.1378 0.1144 0.5191 -0.2839 -0.3295 -0.3309 -0.6555 0.1248 0.1403 0.1380 0.5333 -0.2989 -0.3255 -0.3232



2 unconnected molecules or ions with the total composition C2H9NO2. Source: the OMol25 dataset; level of theory: wB97M-V/def2-TZVPD.

```
14
C2H9NO2 (wB97M-V/def2-TZVPD)
N 0.4628 0.8548 -0.7475
C 1.5116 0.0965 -0.0437
C 0.5507 -1.0716 0.6549
O -0.3342 -0.5223 1.6130
H 0.6537 1.2524 -1.6520
H 0.1404 1.6714 -0.3259
H 1.9899 0.4924 0.8836
H 2.3052 -0.5249 -0.6478
H 1.2196 -1.5675 1.3953
H -0.0357 -1.7972 -0.0099
H -1.0982 -0.3503 1.1409
O -2.5726 0.0925 -0.5321
H -2.9259 0.6737 -1.3173
H -1.8674 0.7001 -0.4115
```

Results
E_tot = -286.76098 a.u.
HOMO-LUMO gap = 9.82 eV
Net charge = 0
E_LUMO = 0.7 eV

Charges per atom according to natural (NBO) partitioning, unit e: -0.8799 -0.2625 -0.0705 -0.7233 0.3672 0.3596 0.1995 0.2079 0.1614 0.1810 0.4653 -0.9317 0.4643 0.4618



A molecular structure, C44H54BrF6NO4PSSeTl. Source: the OMol25 dataset; level of theory: wB97M-V/def2-TZVPD.

```
114
C44H54BrF6NO4PSSeTl (wB97M-V/def2-TZVPD)
Tl -0.4485 -0.1959 0.1803
Br -2.5131 0.3033 2.2515
C -3.4745 3.6495 -0.0186
C -4.2659 4.4962 0.7122
C -3.6607 5.5482 1.4276
C -2.3137 5.7554 1.3525
C -1.4770 4.8898 0.6062
C -0.0745 5.0846 0.5334
C 0.6892 4.1679 -0.1440
C 0.1329 3.0379 -0.7590
C -1.2528 2.7925 -0.7199
C -2.0679 3.7852 -0.0498
H -5.3363 4.3665 0.7063
H -4.2814 6.2074 2.0230
H -1.8602 6.5879 1.8808
H 0.3750 5.9352 1.0319
H 1.7652 4.3063 -0.1908
H 0.7768 2.3193 -1.2541
F -4.9032 -0.0880 -5.6829
C -3.9408 -1.0076 -5.8680
F -4.5507 -2.2067 -5.9343
F -3.4227 -0.7728 -7.0971
C -2.8833 -0.9504 -4.8038
C -2.5108 -2.0824 -4.1024
C -1.4991 -1.9607 -3.1580
N -0.8724 -0.8153 -2.9118
C -1.2465 0.2689 -3.5888
C -2.2473 0.2542 -4.5471
H -2.9970 -3.0327 -4.2689
H -1.1610 -2.8148 -2.5747
H -0.7507 1.1961 -3.3340
H -2.5405 1.1648 -5.0518
O 1.4419 0.3668 2.1643
P 1.9772 0.1436 3.5446
C 1.6823 1.6104 4.6035
C 0.2465 2.1159 4.2668
C 0.2774 3.2935 3.3058
C 0.9590 4.5126 3.9411
C 2.0520 4.0781 4.9310
C 2.6908 2.7677 4.4740
C 3.7698 -0.3087 3.5255
C 4.7452 0.7645 3.0067
C 4.5482 1.0445 1.5147
C 4.8020 -0.2279 0.7058
C 3.9095 -1.3709 1.1843
C 4.0502 -1.5817 2.6930
C 1.1523 -1.2447 4.4378
C 0.8947 -2.4315 3.4649
C -0.3912 -3.1995 3.7808
C -0.5288 -3.3621 5.2887
C -0.7512 -1.9903 5.9426
C -0.1806 -0.8449 5.0943
H 1.7021 1.2524 5.6394
H -0.2578 2.4075 5.1954
H -0.3670 1.3409 3.8134
H -0.7428 3.5323 3.0055
H 0.7917 2.9881 2.3927
H 0.2179 5.1275 4.4607
H 1.3953 5.1393 3.1585
H 1.6231 3.9325 5.9283
H 2.8151 4.8553 5.0285
H 3.5861 2.5554 5.0612
H 3.0013 2.8872 3.4321
H 4.0011 -0.5293 4.5765
H 5.7561 0.3575 3.1449
H 4.7020 1.6794 3.5888
H 5.2237 1.8440 1.1959
H 3.5238 1.3826 1.3361
H 5.8553 -0.5156 0.8270
H 4.6392 -0.0458 -0.3590
H 4.1597 -2.2985 0.6648
H 2.8693 -1.1437 0.9460
H 5.0868 -1.8705 2.9131
H 3.4293 -2.4126 3.0055
H 1.8409 -1.5421 5.2416
H 1.7207 -3.1373 3.5192
H 0.8470 -2.0710 2.4354
H -0.3501 -4.1647 3.2737
H -1.2593 -2.6692 3.3785
H 0.3910 -3.8187 5.6739
H -1.3448 -4.0427 5.5434
H -0.3080 -1.9733 6.9446
H -1.8224 -1.8115 6.0662
H -0.0681 0.0339 5.7299
H -0.8960 -0.5769 4.3153
C 6.4039 -5.3068 -2.6216
C 5.0204 -4.9710 -2.1265
C 4.0545 -4.4412 -2.9700
C 2.7669 -4.1420 -2.5308
C 1.7822 -3.5512 -3.4988
C 2.3945 -4.3845 -1.1924
Se 0.6276 -4.0138 -0.5850
C 3.3819 -4.9066 -0.3280
C 3.0657 -5.1800 1.1129
C 4.6576 -5.1899 -0.8030
H 6.5295 -5.0000 -3.6616
H 6.6012 -6.3816 -2.5672
H 7.1771 -4.8069 -2.0315
H 4.3106 -4.2444 -4.0086
H 2.2434 -3.4012 -4.4783
H 1.4015 -2.5972 -3.1261
H 0.9077 -4.1985 -3.6034
H 2.4762 -4.3654 1.5271
H 3.9831 -5.3154 1.6930
H 2.4457 -6.0760 1.2136
H 5.3955 -5.5905 -0.1103
F -3.6254 -0.0249 -0.7677
C -4.5908 0.7541 -1.1869
F -5.6844 0.4709 -0.4799
F -4.8433 0.4677 -2.4752
S -4.4162 2.6816 -1.2224
O -5.8058 2.9940 -0.9459
O -3.8937 3.0014 -2.5234
O -1.8339 1.7580 -1.1665
```

Results
E_tot = -8551.65532 a.u.
HOMO-LUMO gap = 5.45 eV
Net charge = -2
E_LUMO = 3.9 eV

Here are the Löwdin charges for atoms 1 to 99, given in e: 0.6432 -0.2019 -0.1821 -0.0677 -0.0821 -0.0408 -0.1823 -0.1089 -0.1176 -0.0546 -0.4458 -0.0718 0.0990 0.0937 0.1052 0.0898 0.0977 0.0881 0.1407 -0.5773 0.1225 0.1219 -0.1338 0.0090 -0.1328 0.0574 -0.1202 0.0074 0.1138 0.0470 0.1054 0.1258 -0.4665 0.8180 -0.3304 -0.2102 -0.1897 -0.1909 -0.2019 -0.2091 -0.3314 -0.2028 -0.2005 -0.1936 -0.1781 -0.1820 -0.3159 -0.1929 -0.1895 -0.2061 -0.1901 -0.2182 0.1132 0.1217 0.0193 0.1104 0.1010 0.1036 0.0933 0.1064 0.1000 0.1016 0.1101 0.1151 0.1117 0.0689 0.1051 0.0995 0.1076 0.1101 0.1077 0.0963 0.1153 0.0752 0.1219 0.0883 0.0734 0.1107 0.1044 0.1046 0.0994 0.0982 0.1079 0.0923 0.0267 -0.0824 -0.3073 -0.0450 -0.3153 -0.1157 -0.6157 0.4679 -0.3348 -0.1174 -0.0521 0.0611 0.0660 0.0662 0.0988



A single C4H10NOP molecule. Source: the OMol25 dataset; level of theory: wB97M-V/def2-TZVPD.

```
17
C4H10NOP (wB97M-V/def2-TZVPD)
C 2.8112 -0.2390 0.0132
N 1.5761 -0.2580 0.7431
C 0.5727 -0.1894 0.0169
C -0.7978 -0.1123 0.5278
P -1.7790 -1.6701 0.0027
C -1.6911 0.9556 -0.2293
O -1.2581 2.1923 0.2295
H 3.4584 0.7587 0.2864
H 2.7244 -0.1594 -1.1903
H 3.3213 -1.1623 0.3711
H 0.4709 -0.1952 -1.1535
H -0.9909 -0.0433 1.6631
H -0.8238 -2.6347 0.4354
H -1.0391 -1.8511 -1.1174
H -2.8333 0.9190 0.1099
H -1.7013 1.0195 -1.3806
H -2.0205 2.6695 0.6719
```

Results
E_tot = -629.64458 a.u.
HOMO-LUMO gap = 10.11 eV
Net charge = 0
E_LUMO = 0.7 eV

Charges per atom according to natural (NBO) partitioning, unit e: -0.4366 -0.4104 0.1165 -0.5185 0.2879 -0.0767 -0.7344 0.2062 0.1696 0.2102 0.1435 0.2550 -0.0160 -0.0378 0.1761 0.1894 0.4761



4 unconnected molecules or ions with the total composition C2H9NO. Source: the OMol25 dataset; level of theory: wB97M-V/def2-TZVPD.

```
13
C2H9NO (wB97M-V/def2-TZVPD)
N 1.5943 -2.0577 -1.8012
H 2.5396 -1.9917 -2.3509
H 1.1325 7.4984 0.4512
H 1.5295 -2.9753 -1.4678
H 1.6995 -1.3864 -1.0002
C -2.0018 -1.2216 0.8060
O -0.8041 -1.9283 1.0304
C -0.7738 -0.4893 1.0565
H -2.3663 -1.3404 -0.2237
H -2.6413 -1.5368 1.6135
H -0.3274 -0.1598 0.1740
H -0.6161 0.0051 2.1676
H 1.0355 7.5839 -0.4554
```

Results
E_tot = -211.45709 a.u.
HOMO-LUMO gap = 11.14 eV
Net charge = 0
E_LUMO = 1.1 eV

Charges per atom according to natural (NBO) partitioning, unit e: -1.0725 0.3541 -0.0004 0.3588 0.3587 -0.1254 -0.5083 -0.1277 0.1842 0.1907 0.1939 0.1934 0.0004



A single C8H7NO molecule. Source: the OMol25 dataset; level of theory: wB97M-V/def2-TZVPD.

```
17
C8H7NO (wB97M-V/def2-TZVPD)
C -1.7944 0.9183 -0.7145
C -2.6072 0.1782 0.1957
C 2.6166 0.2309 0.4131
C -0.5257 0.4692 -0.9561
C 1.6629 0.9760 0.9601
C -2.1059 -0.9399 0.7504
C 2.2777 -0.9100 -0.4008
C -0.0539 -0.7010 -0.3277
N 1.0900 -1.3063 -0.6604
O -0.8600 -1.4109 0.5054
H -2.1792 1.8069 -1.1850
H -3.6039 0.5053 0.4398
H 3.6943 0.3620 0.5366
H 0.1441 0.9793 -1.6304
H 1.8030 1.9036 1.4850
H -2.6349 -1.5759 1.4432
H 3.0764 -1.4858 -0.8545
```

Results
E_tot = -438.86621 a.u.
HOMO-LUMO gap (alpha / beta) = 6.58 / 6.60 eV
Net charge = 0
E_LUMO (alpha / beta) = -0.1 / -0.1 eV

Charges per atom according to natural (NBO) partitioning, unit e: -0.1721 -0.3087 -0.4877 -0.2376 -0.3283 0.1739 0.2065 0.6107 -0.4826 -0.4142 0.2242 0.2345 0.1847 0.2447 0.1587 0.2070 0.1863



E_tot of number 1 (C9H12N4OS)?
-1042.39795 a.u.



net charge of number 5 (C44H54BrF6NO4PSSeTl)?
-2